Entry 1:
Below is 5 unconnected molecules or ions with the total composition C23H34BBr2F5N3O20S in a non-equilibrium geometry, with properties calculated with wB97M-V/def2-TZVPD.

net charge: +1
gap between HOMO and LUMO: 8.213 eV

Last column: Löwdin charge in e.
Cartesian coordinates (Å):
C -0.291 0.520 1.959  -0.1265
C -1.596 -0.251 1.752  -0.6734
Br -3.081 0.978 1.956  0.8146
C -1.693 -1.116 0.487  -0.1413
N -0.674 -0.863 -0.528  0.1860
C -0.752 -0.260 -1.660  -0.2832
N 0.409 -0.279 -2.440  -0.0010
S 1.402 1.128 -2.609  0.6572
C 1.486 1.795 -0.979  -0.2938
O 0.755 2.031 -3.510  -0.2812
O 2.681 0.597 -2.963  -0.2895
N -1.920 0.319 -2.142  -0.0404
C -2.908 -0.605 -2.703  -0.1683
C -3.445 -0.279 -4.119  -0.6878
C -2.847 0.929 -4.813  -0.1252
Br -3.207 -1.883 -5.228  0.6997
O -2.432 1.204 -1.180  0.0751
B -2.089 2.573 -1.367  -0.8200
O -2.140 3.195 -2.578  0.1947
O -1.725 3.195 -0.211  0.1811
H -0.376 1.524 1.533  0.0726
H -0.170 0.670 3.032  0.0754
H 0.588 0.025 1.556  0.0608
H -1.721 -0.941 2.582  0.0691
H -2.694 -1.084 0.064  0.1086
H -1.494 -2.144 0.793  0.1323
H 0.240 -1.248 -0.304  0.1609
H 0.158 -0.556 -3.392  0.1368
H 1.147 2.825 -0.995  0.1346
H 0.939 1.192 -0.260  0.0904
H 2.539 1.749 -0.716  0.1090
H -3.740 -0.701 -2.000  0.1370
H -2.442 -1.593 -2.744  0.0894
H -4.524 -0.155 -4.072  0.0778
H -3.353 1.816 -4.436  0.0490
H -3.061 0.862 -5.879  0.0746
H -1.771 1.014 -4.668  0.0734
H -3.012 3.557 -2.787  0.0943
H -1.349 4.057 -0.420  0.1258
C 1.639 3.071 3.727  -0.0141
C 2.586 1.889 3.818  -0.2792
O 2.396 1.257 2.558  0.1267
C 2.011 2.208 1.673  -0.4673
O 1.994 2.048 0.490  0.0093
O 1.651 3.330 2.307  0.1198
F 2.266 1.016 4.795  0.0984
H 0.632 2.811 4.041  0.1177
H 1.976 3.944 4.276  0.1522
H 3.639 2.156 3.921  0.1792
C -2.123 -0.158 7.134  -0.0284
C -1.343 -0.733 5.968  -0.3009
O -0.861 0.432 5.330  0.0993
C -0.753 1.414 6.262  -0.5396
O -0.160 2.425 6.089  0.1739
O -1.408 1.061 7.387  0.0917
F -2.112 -1.406 5.082  0.0763
H -3.145 0.077 6.837  0.1493
H -2.129 -0.790 8.017  0.1441
H -0.495 -1.361 6.246  0.1784
C 4.199 -2.365 1.635  -0.0158
C 3.745 -3.028 0.348  -0.2937
O 2.388 -3.359 0.649  0.1458
C 1.950 -2.486 1.583  -0.5533
O 0.800 -2.331 1.878  0.1524
O 2.966 -1.802 2.120  0.0794
F 4.433 -4.151 0.089  0.1003
H 4.566 -3.107 2.344  0.1480
H 4.943 -1.588 1.494  0.1471
H 3.764 -2.381 -0.531  0.1775
C 8.155 -5.937 -0.998  -0.0431
C 8.771 -4.577 -0.736  -0.3128
O 7.931 -4.062 0.282  0.1212
C 7.407 -5.118 0.967  -0.5622
O 6.858 -5.031 2.014  0.1711
O 7.601 -6.263 0.279  0.0788
F 8.714 -3.764 -1.815  0.0799
H 7.354 -5.859 -1.734  0.1453
H 8.870 -6.693 -1.308  0.1419
H 9.798 -4.602 -0.369  0.1746
C -7.707 2.260 -5.365  -0.0289
C -8.056 3.637 -4.829  -0.2999
O -7.040 3.835 -3.850  0.1530
C -5.966 3.112 -4.217  -0.5385
O -4.872 3.237 -3.759  0.1558
O -6.284 2.226 -5.176  0.0778
F -9.261 3.670 -4.233  0.0945
H -8.172 1.482 -4.760  0.1475
H -7.956 2.115 -6.411  0.1441
H -7.998 4.442 -5.562  0.1774

***

Entry 2:
Below is a molecular structure, C23H34BaCl2N3O3 in a non-equilibrium geometry, with properties calculated with wB97M-V/def2-TZVPD.

net charge: -1
gap between HOMO and LUMO: 6.807 eV

Last column: Löwdin charge in e.
Cartesian coordinates (Å):
O -2.402 -0.059 -0.388  -0.3491
C -3.000 -1.187 -0.774  -0.5275
C -3.730 -1.872 0.417  -0.1839
C -3.216 -1.798 1.713  -0.0356
H -2.314 -1.210 1.918  0.0755
C -3.857 -2.486 2.752  -0.0821
H -3.433 -2.423 3.753  0.0990
C -5.012 -3.235 2.499  -0.1197
H -5.505 -3.770 3.314  0.0874
C -5.529 -3.296 1.201  -0.1113
H -6.425 -3.877 0.983  0.0872
C -4.892 -2.605 0.165  -0.0588
H -5.271 -2.627 -0.861  0.1075
H -3.786 -0.922 -1.517  0.1214
C -1.596 -1.726 -2.918  -0.0765
C -2.017 -2.170 -1.540  -0.3375
H -1.648 -2.556 -3.648  0.0784
H -0.552 -1.354 -2.940  0.0586
H -2.262 -0.928 -3.273  0.0783
C -1.721 -3.386 -1.059  -0.1623
C -0.873 -4.431 -1.726  -0.1187
H -2.129 -3.709 -0.093  0.1140
H -1.423 -5.384 -1.819  0.0736
H 0.027 -4.628 -1.121  0.0377
H -0.526 -4.124 -2.724  0.0615
Ba 0.355 -0.889 -0.077  1.4633
Cl 0.672 -1.277 2.800  -0.4836
Cl 2.312 -2.827 -1.078  -0.4211
C 3.564 -0.324 0.486  -0.4250
O 2.806 0.612 0.136  -0.1717
N 4.891 -0.349 0.374  -0.1795
C 5.636 0.769 -0.192  -0.0339
C 5.653 -1.514 0.787  -0.0488
H 3.129 -1.246 0.907  0.0360
H 4.933 1.498 -0.599  0.0860
H 6.297 0.394 -0.983  0.0868
H 6.264 1.236 0.578  0.0888
H 4.936 -2.270 1.114  0.0888
H 6.343 -1.261 1.609  0.0900
H 6.240 -1.904 -0.050  0.0885
H 1.070 3.090 -4.418  0.0949
H -1.158 4.530 -3.857  0.0909
C 0.340 2.267 -4.405  -0.0322
C -1.663 3.563 -3.711  -0.0520
N -0.700 2.514 -3.411  -0.1865
H 0.847 1.324 -4.186  0.0926
C -0.633 1.977 -2.186  -0.3002
O 0.323 1.279 -1.776  -0.1866
H -2.361 3.637 -2.869  0.0913
H -1.519 2.181 -1.552  0.1354
H -0.137 2.222 -5.389  0.0859
H -2.214 3.320 -4.627  0.0877
N -0.030 2.454 1.331  0.1070
C 0.689 2.814 2.448  -0.3176
C 0.278 3.889 3.275  -0.0499
C 1.079 4.279 4.351  -0.1249
C 2.244 3.577 4.673  -0.1311
C 2.617 2.467 3.900  -0.0881
C 1.851 2.101 2.795  -0.0587
H -0.929 2.895 1.177  0.0947
H 0.463 2.189 0.483  0.0503
H -0.639 4.422 3.014  0.0971
H 0.783 5.148 4.944  0.0904
H 2.860 3.879 5.520  0.0847
H 3.496 1.875 4.147  0.0979
H 2.105 1.223 2.202  0.0458

***

Entry 3:
Below is a molecular structure, C23H34Cl2MnN3O3 in a non-equilibrium geometry, with properties calculated with wB97M-V/def2-TZVPD.

gap between HOMO and LUMO (alpha / beta): 6.251 / 6.726 eV
spin multiplicity: 5

Last column: Löwdin charge in e.
Cartesian coordinates (Å):
O 0.346 0.746 -1.821  -0.1295
C -0.035 1.158 -2.926  -0.1781
C 0.782 1.976 -3.794  -0.1693
C 1.460 3.103 -3.280  -0.0249
H 1.388 3.347 -2.216  0.0464
C 2.214 3.901 -4.131  -0.0698
H 2.700 4.791 -3.734  0.1087
C 2.383 3.584 -5.483  -0.0798
H 2.931 4.257 -6.151  0.1045
C 1.762 2.432 -5.991  -0.0856
H 1.893 2.153 -7.037  0.1012
C 0.969 1.637 -5.159  -0.0283
H 0.495 0.723 -5.535  0.1126
H -1.109 0.484 -3.737  0.0904
C -2.717 1.877 -3.151  -0.0432
C -1.890 0.629 -2.984  -0.2376
H -3.776 1.636 -2.942  0.0841
H -2.610 2.297 -4.160  0.0858
H -2.418 2.667 -2.445  0.0894
C -2.164 -0.531 -2.337  -0.1327
C -3.434 -1.020 -1.731  -0.0984
H -1.334 -1.242 -2.333  0.1089
H -4.265 -1.027 -2.469  0.0822
H -3.748 -0.439 -0.843  0.0783
H -3.267 -2.067 -1.419  0.0705
Mn 1.417 0.731 -0.207  0.1136
Cl 1.140 2.899 0.308  0.0322
Cl 3.343 0.488 -1.330  -0.0270
C -1.749 0.828 1.998  -0.2962
O -0.894 0.169 1.377  -0.0463
N -2.314 0.467 3.173  -0.1886
C -2.022 -0.808 3.810  -0.0385
C -3.186 1.381 3.903  -0.0532
H -2.137 1.804 1.636  0.1399
H -1.427 -1.429 3.132  0.0842
H -2.971 -1.304 4.061  0.0889
H -1.474 -0.646 4.749  0.0755
H -3.424 2.217 3.234  0.0853
H -2.691 1.763 4.811  0.0901
H -4.104 0.859 4.212  0.0877
H 0.090 -4.967 1.326  0.0895
H 1.997 -5.758 0.016  0.0903
C -0.156 -4.215 0.567  -0.0283
C 1.778 -5.013 -0.759  -0.0516
N 1.057 -3.893 -0.173  -0.1907
H -0.582 -3.327 1.040  0.0846
C 1.430 -2.638 -0.457  -0.2779
O 0.850 -1.617 -0.024  -0.0693
H 2.718 -4.641 -1.193  0.0919
H 2.319 -2.596 -1.117  0.1340
H -0.901 -4.673 -0.101  0.0944
H 1.174 -5.496 -1.543  0.0943
N 2.610 0.557 1.588  -0.0276
C 1.966 0.277 2.797  -0.3146
C 1.910 -1.027 3.295  -0.0320
C 1.489 -1.221 4.612  -0.0978
C 1.047 -0.136 5.379  -0.1281
C 0.918 1.131 4.795  -0.0887
C 1.411 1.352 3.507  -0.0407
H 3.383 -0.062 1.301  0.0850
H 2.909 1.536 1.503  0.0533
H 2.315 -1.846 2.691  0.1134
H 1.503 -2.224 5.018  0.0982
H 0.767 -0.307 6.422  0.1003
H 0.525 1.961 5.377  0.1023
H 1.410 2.353 3.074  0.0822